Density functional theory data (the ωB97M-V functional and the def2-TZVPD basis) for a 13-piece molecular cluster, C39H107N3O13 overall.

The geometry in XYZ format:
```
162
Properties=species:S:1:pos:R:3:forces:R:3:mulliken_charge:R:1
C 4.253 -3.082 2.909 -0.711 -0.026 -0.659 -0.530
C 5.710 -2.679 2.855 -0.023 -0.356 0.206 0.546
C 6.625 -3.867 2.632 0.399 -0.387 -0.080 -1.554
O 5.886 -1.712 1.823 -0.524 0.634 -0.731 -0.520
H 3.613 -2.241 2.625 0.081 0.108 0.239 -0.109
H 3.947 -3.416 3.900 0.162 0.024 0.061 0.478
H 4.003 -3.874 2.199 0.193 -0.091 -0.052 -0.014
H 5.882 -2.168 3.809 0.552 -0.105 -0.085 0.182
H 7.683 -3.592 2.640 -0.037 0.065 0.387 0.451
H 6.494 -4.362 1.665 -0.474 0.360 -0.125 0.297
H 6.437 -4.662 3.355 0.159 0.220 0.245 0.406
H 6.714 -1.757 1.339 0.312 -0.441 0.466 0.194
C 2.543 -5.674 0.089 0.302 -0.187 -0.188 -1.092
C 2.928 -5.083 -1.266 0.232 1.145 0.095 0.679
C 4.190 -4.209 -1.241 0.015 0.051 0.333 -0.671
O 3.063 -6.041 -2.297 -0.355 -0.367 -0.040 -0.585
H 3.396 -6.185 0.546 -0.053 -0.146 -0.021 0.421
H 1.718 -6.374 -0.047 0.062 -0.092 0.013 0.373
H 2.206 -4.922 0.801 0.063 0.214 -0.126 0.030
H 2.107 -4.412 -1.539 -0.097 -0.257 -0.394 -0.081
H 4.034 -3.287 -0.670 0.079 -0.243 0.354 -0.145
H 4.496 -3.858 -2.227 -0.293 -0.301 -0.215 0.318
H 5.028 -4.786 -0.839 0.032 0.148 0.174 0.458
H 3.556 -6.803 -1.975 0.013 0.087 0.079 0.355
C 0.908 1.748 5.175 0.211 0.430 0.831 -1.530
C 1.026 1.605 3.677 -1.066 0.025 0.071 2.734
C 1.705 2.806 3.058 0.289 -0.079 -0.360 -1.277
O 1.654 0.370 3.391 0.148 -0.466 -0.255 -0.606
H 1.898 1.931 5.607 0.019 -0.346 0.031 0.449
H 0.424 0.910 5.679 0.248 -0.277 -0.261 0.247
H 0.320 2.615 5.492 0.003 0.094 -0.475 0.318
H -0.009 1.560 3.291 0.109 0.003 -0.134 -1.424
H 1.091 3.695 3.196 0.082 0.029 0.161 0.304
H 1.817 2.663 1.982 -0.009 -0.012 -0.029 -0.036
H 2.710 2.942 3.463 -0.058 0.048 0.082 0.406
H 1.607 0.187 2.415 0.421 0.479 0.387 -0.019
C 3.985 -0.727 -2.458 -0.176 0.282 -0.541 -0.656
C 5.236 -0.457 -1.622 -1.402 -0.432 -0.138 0.893
C 6.080 0.655 -2.189 0.062 0.288 -0.264 -1.533
O 4.761 -0.081 -0.319 0.673 -0.286 0.128 -0.406
H 4.285 -0.967 -3.483 -0.160 -0.174 0.024 0.612
H 3.313 0.133 -2.531 0.433 0.328 0.074 -0.229
H 3.307 -1.494 -2.078 0.520 -0.351 0.164 0.069
H 5.790 -1.401 -1.552 0.140 0.117 0.044 0.298
H 6.315 0.574 -3.253 0.094 -0.541 0.069 0.403
H 7.008 0.720 -1.620 -0.013 0.344 -0.051 0.406
H 5.504 1.581 -2.147 0.170 0.066 0.447 0.139
H 5.233 -0.603 0.349 -0.304 0.178 -0.008 0.136
C -3.120 -2.121 -1.131 -0.369 0.166 0.220 -0.081
C -3.920 -2.938 -2.149 1.694 -0.889 0.423 0.588
C -3.226 -2.883 -3.498 -0.322 -0.035 -0.256 -1.306
O -3.810 -4.334 -1.771 -0.671 0.350 0.221 -0.622
H -3.579 -2.117 -0.137 -0.340 0.229 -0.157 -0.219
H -3.022 -1.098 -1.502 0.017 0.086 0.266 -0.442
H -2.138 -2.548 -0.916 0.109 -0.104 -0.623 0.462
H -4.970 -2.639 -2.167 -0.006 0.101 -0.170 0.265
H -2.243 -3.347 -3.421 0.083 0.154 0.219 0.394
H -3.110 -1.858 -3.846 -0.036 -0.029 -0.070 0.098
H -3.755 -3.477 -4.246 -0.187 0.166 0.009 0.399
H -4.174 -4.392 -0.879 0.052 -0.227 -0.106 0.327
C -0.435 -4.389 3.173 -0.192 -0.446 0.266 -1.512
C -1.042 -3.566 4.294 -0.210 0.500 -0.186 0.564
C -0.400 -2.193 4.430 -0.087 -0.397 0.198 -0.629
O -2.442 -3.356 4.026 0.155 -0.105 -0.006 -0.516
H -0.620 -3.943 2.194 0.229 0.277 0.077 0.389
H -0.913 -5.376 3.136 0.128 -0.039 0.109 0.483
H 0.630 -4.539 3.353 0.014 0.025 -0.220 0.346
H -0.954 -4.084 5.258 0.045 -0.145 -0.176 0.221
H -0.831 -1.676 5.288 -0.046 0.126 -0.095 0.362
H -0.572 -1.610 3.527 0.099 0.082 0.022 -0.367
H 0.671 -2.295 4.614 0.008 0.111 -0.118 0.393
H -2.713 -4.046 3.413 -0.158 -0.014 0.104 0.294
C 1.972 4.867 -2.105 0.508 0.226 0.435 -1.186
C 2.267 4.091 -3.381 -0.803 0.146 0.282 0.429
C 3.037 2.815 -3.101 -0.142 0.546 -0.065 -0.678
O 0.998 3.659 -3.915 -0.099 -0.213 -0.299 -0.467
H 1.301 5.712 -2.273 -0.099 -0.095 -0.106 0.503
H 2.871 5.283 -1.637 0.107 -0.042 -0.261 0.467
H 1.543 4.211 -1.345 -0.215 -0.100 -0.196 -0.070
H 2.738 4.730 -4.133 0.260 -0.055 0.113 0.330
H 2.360 2.178 -2.530 0.159 -0.153 0.036 -0.388
H 3.912 3.052 -2.499 0.060 -0.121 -0.022 0.309
H 3.326 2.319 -4.026 0.013 -0.104 0.062 0.501
H 0.464 4.411 -4.188 0.116 0.106 0.064 0.233
C -1.377 0.566 -4.026 -0.248 -0.035 -0.734 -1.045
C 0.133 0.415 -3.895 0.253 -0.008 0.753 2.232
C 0.546 -1.043 -3.793 -0.236 -0.386 -0.913 -1.532
O 0.824 1.050 -4.948 0.048 -0.075 -0.408 -0.766
H -1.762 -0.027 -4.865 0.227 -0.317 0.117 0.462
H -1.664 1.574 -4.337 0.192 0.214 0.519 -0.033
H -1.920 0.269 -3.127 0.046 0.142 0.076 -0.008
H 0.461 0.865 -2.944 -0.274 0.170 -0.078 -0.641
H 1.627 -1.182 -3.790 -0.012 0.227 0.481 0.248
H 0.234 -1.625 -4.669 -0.267 0.212 -0.016 0.539
H 0.051 -1.494 -2.930 0.251 -0.073 0.100 0.072
H 0.816 2.007 -4.771 0.024 -0.193 0.036 0.442
C -3.547 -0.196 3.053 -0.528 -0.158 -0.403 -0.981
C -4.435 0.447 1.948 0.603 -0.875 1.390 2.015
C -5.512 -0.493 1.470 -0.178 -1.505 -0.721 -1.496
O -5.007 1.627 2.498 0.060 0.652 -0.498 -0.570
H -3.329 -1.258 2.916 0.105 0.126 -0.347 0.254
H -4.098 -0.168 3.997 0.155 0.207 0.104 0.483
H -2.610 0.352 3.128 -0.011 0.053 0.271 -0.096
H -3.756 0.738 1.146 -0.318 0.229 -0.221 -0.916
H -5.160 -1.519 1.301 0.557 0.178 0.198 0.217
H -5.918 -0.275 0.481 -0.323 0.639 0.281 0.242
H -6.311 -0.679 2.190 -0.096 0.610 0.055 0.420
H -5.504 1.389 3.287 0.001 -0.122 -0.037 0.443
O 4.548 0.636 3.134 -0.171 -0.376 0.087 -0.699
H 3.652 0.361 3.408 0.090 0.321 -0.166 0.403
H 4.821 -0.042 2.501 0.075 0.194 0.163 0.213
C -2.229 3.563 4.521 -0.218 -0.406 -0.232 -0.924
C -2.618 4.857 3.782 0.461 -0.465 0.281 0.522
C -1.384 5.627 3.321 -1.461 0.546 0.044 -1.020
O -0.757 4.896 2.303 1.049 -0.084 0.361 0.179
C -0.015 5.714 1.417 -0.700 0.432 -0.281 -0.789
N -3.510 4.550 2.642 0.660 -0.255 0.648 -0.832
H -3.118 2.930 4.612 -0.081 0.134 0.254 0.417
H -1.824 3.709 5.524 0.070 0.172 -0.065 0.432
H -1.540 2.937 3.946 0.151 0.319 -0.042 -0.113
H -3.123 5.489 4.518 -0.205 0.118 -0.228 0.365
H -0.802 5.888 4.213 0.651 -0.385 -0.232 0.337
H -1.729 6.591 2.922 -0.012 -0.012 -0.139 0.449
H 0.679 6.425 1.876 0.016 -0.260 0.450 0.380
H -0.760 6.319 0.884 0.287 0.055 -0.343 0.462
H 0.549 5.097 0.723 -0.123 -0.203 0.022 -0.088
H -2.885 4.168 1.931 -0.106 0.217 -0.130 0.307
H -3.977 3.708 2.971 -0.617 0.107 -0.486 0.195
C 0.939 -1.956 0.476 -0.347 0.492 -0.100 -0.413
C 0.902 -0.526 -0.080 1.156 -0.134 -0.058 2.578
C -0.410 0.223 0.140 1.339 -0.580 -0.699 0.600
O -0.304 1.446 -0.565 -0.404 0.164 0.086 0.312
C -1.436 2.260 -0.307 -0.136 -0.203 0.232 -0.225
N 1.996 0.253 0.538 -1.066 0.151 0.171 0.436
H 1.976 -2.289 0.547 0.020 -0.077 -0.211 -0.355
H 0.374 -2.616 -0.185 0.042 -0.183 0.131 0.485
H 0.537 -2.016 1.489 -0.107 0.082 0.002 -0.678
H 1.128 -0.585 -1.153 -0.514 -0.041 -0.049 -0.792
H -0.475 0.425 1.214 -0.538 -0.136 0.130 -0.471
H -1.204 -0.402 -0.278 -0.383 0.196 0.399 -0.937
H -1.276 3.251 -0.723 0.153 0.018 0.002 0.320
H -1.591 2.317 0.777 0.022 0.304 0.055 -0.060
H -2.357 1.845 -0.734 0.088 -0.122 -0.194 -0.226
H 2.903 -0.017 0.168 0.037 0.055 0.055 -0.207
H 1.819 1.213 0.250 0.378 0.018 0.123 -0.162
C -4.752 2.745 -3.734 -0.496 -0.816 -0.128 -1.221
C -5.392 1.421 -3.291 -1.679 0.101 -0.215 0.084
C -5.208 0.311 -4.331 0.711 0.456 0.971 0.385
O -5.905 0.696 -5.489 0.396 -0.560 0.100 -0.407
C -5.487 -0.007 -6.650 -1.448 0.649 -0.407 -0.788
N -5.051 1.011 -1.950 1.518 -0.154 0.563 -0.265
H -5.376 3.043 -4.576 0.215 0.420 0.002 0.420
H -3.733 2.627 -4.102 0.126 -0.042 0.230 0.115
H -4.802 3.487 -2.940 0.038 0.090 -0.039 0.409
H -6.483 1.583 -3.324 0.012 0.282 -0.128 0.259
H -5.576 -0.637 -3.918 -0.150 -0.098 -0.127 0.444
H -4.126 0.197 -4.479 -0.013 -0.083 -0.412 -0.456
H -4.588 0.449 -7.062 0.296 -0.412 0.047 0.278
H -6.313 0.162 -7.351 0.298 0.112 -0.186 0.316
H -5.474 -1.095 -6.548 0.553 0.013 0.405 0.305
H -5.542 0.235 -1.536 -0.305 -0.093 -0.488 0.073
H -5.061 1.764 -1.277 -0.055 0.159 -0.161 0.205
```
Forces are in eV/Å.

The calculation puts the maximum force at 1.96 eV Å⁻¹. For the LUMO energy, the calculation gives 0.395 eV. The value obtained for the highest occupied orbital energy is -8.9959 eV. The value obtained for the orbital gap is 9.39 eV.

=====

Density functional theory data (the ωB97M-V functional and the def2-TZVPD basis) for a 2-piece molecular cluster, ClHOS overall.

The geometry in XYZ format:
```
4
Properties=species:S:1:pos:R:3:forces:R:3:mulliken_charge:R:1
O -0.591 -1.069 -0.636 -0.338 2.456 0.890 -0.308
S -0.272 1.167 0.893 0.467 -0.677 -2.053 -0.068
Cl 0.488 -2.123 -0.224 0.636 -0.628 0.246 0.186
H 0.375 2.025 -0.033 -0.766 -1.151 0.918 0.189
```
Forces are in eV/Å.

The calculation puts the maximum force at 2.63 eV Å⁻¹. For the LUMO energy (alpha / beta), the calculation gives -3.811 / -3.814 eV. The value obtained for the highest occupied orbital energy (alpha / beta) is -9.7027 / -9.6835 eV. The value obtained for the orbital gap (alpha / beta) is 5.89 / 5.87 eV.

=====

Density functional theory data (the ωB97M-V functional and the def2-TZVPD basis) for C2H2AgF2LiO as an isolated structure.

The geometry in XYZ format:
```
9
Properties=species:S:1:pos:R:3:forces:R:3:mulliken_spin:R:1
F -2.065 -2.043 1.501 0.909 0.703 -0.430 0.001
O -0.307 0.132 0.310 -0.086 2.371 -3.578 0.192
Ag -2.372 1.331 -0.030 -0.034 -0.723 0.364 0.015
Li -0.438 -1.716 1.154 -1.151 -0.472 0.378 0.002
C 0.596 0.540 -0.552 -1.108 -6.681 3.037 0.034
C 1.727 0.741 0.257 0.734 5.628 -2.040 0.693
H 2.730 0.623 -0.155 0.044 -0.432 0.457 0.059
F 0.630 -0.009 -1.756 -0.638 1.512 0.628 0.004
H 1.443 1.855 0.504 1.329 -1.906 1.185 0.000
```
Forces are in eV/Å.

The calculation puts the maximum force at 7.42 eV Å⁻¹. For the LUMO energy (alpha / beta), the calculation gives -6.419 / -7.321 eV. The value obtained for the highest occupied orbital energy (alpha / beta) is -13.2260 / -13.2244 eV. As for the multiplicity: 2. The value obtained for the orbital gap (alpha / beta) is 6.81 / 5.90 eV. The total charge is +1.

=====

Density functional theory data (the ωB97M-V functional and the def2-TZVPD basis) for an isolated ion of composition C3H4NO2S and charge +1.

The geometry in XYZ format:
```
11
Properties=species:S:1:pos:R:3:forces:R:3:mulliken_charge:R:1
C 2.346 -1.928 -0.071 0.113 -0.028 0.095 0.003
N 1.692 -1.020 -0.096 -1.748 2.292 0.213 -0.221
S 0.555 0.773 0.157 -1.604 0.324 -2.597 1.132
O 0.831 1.352 -1.127 -0.282 -0.946 1.854 -0.440
O 0.943 1.305 1.387 0.952 -0.162 0.836 -0.386
C -1.145 0.086 0.338 2.580 -2.575 0.900 -0.019
C -1.977 0.769 -0.351 -4.238 2.057 -0.738 -0.464
H 2.960 -2.730 0.039 1.530 -2.090 0.040 0.482
H -1.340 -0.876 0.898 0.648 1.640 -0.082 0.347
H -3.090 0.748 -0.072 1.617 -0.619 -0.684 0.249
H -1.776 1.521 -1.102 0.432 0.107 0.162 0.317
```
Forces are in eV/Å.

The calculation puts the maximum force at 4.77 eV Å⁻¹. For the LUMO energy, the calculation gives -5.647 eV. The value obtained for the highest occupied orbital energy is -16.1827 eV. The SMILES is C#[N+]S(=O)(=O)C=C. The value obtained for the orbital gap is 10.54 eV. The total charge is +1.

=====

Copy entry 4 word for word.
Density functional theory data (the ωB97M-V functional and the def2-TZVPD basis) for an isolated ion of composition C3H4NO2S and charge +1.

The geometry in XYZ format:
```
11
Properties=species:S:1:pos:R:3:forces:R:3:mulliken_charge:R:1
C 2.346 -1.928 -0.071 0.113 -0.028 0.095 0.003
N 1.692 -1.020 -0.096 -1.748 2.292 0.213 -0.221
S 0.555 0.773 0.157 -1.604 0.324 -2.597 1.132
O 0.831 1.352 -1.127 -0.282 -0.946 1.854 -0.440
O 0.943 1.305 1.387 0.952 -0.162 0.836 -0.386
C -1.145 0.086 0.338 2.580 -2.575 0.900 -0.019
C -1.977 0.769 -0.351 -4.238 2.057 -0.738 -0.464
H 2.960 -2.730 0.039 1.530 -2.090 0.040 0.482
H -1.340 -0.876 0.898 0.648 1.640 -0.082 0.347
H -3.090 0.748 -0.072 1.617 -0.619 -0.684 0.249
H -1.776 1.521 -1.102 0.432 0.107 0.162 0.317
```
Forces are in eV/Å.

The calculation puts the maximum force at 4.77 eV Å⁻¹. For the LUMO energy, the calculation gives -5.647 eV. The value obtained for the highest occupied orbital energy is -16.1827 eV. The SMILES is C#[N+]S(=O)(=O)C=C. The value obtained for the orbital gap is 10.54 eV. The total charge is +1.